(w)
Entry from the Open Molecules 2025 dataset: a gas-phase ion, C5H11NO (charge -1) (ωB97M-V/def2-TZVPD).

Last column: Mulliken spin population.
Atoms and positions in Å:
C -1.85940 -0.39757 0.69242  0.041
C -0.52472 -1.08109 1.07800  0.431
N 0.55555 -0.67374 0.32189  -0.774
C 0.32833 -0.34574 -1.07386  1.035
C -0.02121 1.17491 -1.33895  2.394
C 1.67929 0.05748 0.80061  1.078
O -0.38486 -1.71876 2.15159  -0.199
H -1.70963 0.62556 0.70294  0.036
H -2.02441 -0.80243 -0.30464  0.004
H -2.68815 -0.92642 1.32982  -0.130
H 1.33002 -0.38140 -1.63160  -0.280
H -0.44810 -1.06746 -1.35683  -0.603
H 1.08825 1.71011 -1.32519  -0.144
H -0.30543 1.41741 -2.39129  -0.844
H -0.81663 1.64198 -0.70001  -0.549
H 2.61287 -0.44475 0.52371  -0.103
H 1.50082 0.03756 1.88275  -0.095
H 1.68742 1.17435 0.63863  -0.298

Its spin multiplicity is 2. The HOMO energy (alpha / beta) is 1.189 / -5.561 eV. The net charge is -1. The HOMO-LUMO gap (alpha / beta) comes out at 2.9 / 9.5 eV.

***

(x)
Entry from the Open Molecules 2025 dataset: 2 unconnected molecules or ions with the total composition C5H11NO (ωB97M-V/def2-TZVPD).

Last column: Mulliken spin population.
Atoms and positions in Å:
C 1.97697 0.71610 -0.52007  0.096
N 0.75384 -0.06701 -0.51018  -0.059
C -0.50513 0.63406 -0.27079  0.330
C -0.59139 1.91120 0.31714  0.395
C -2.68443 -0.43885 0.12705  0.127
C -1.61423 -0.17412 -0.65880  0.056
H 2.72124 0.42284 -1.24556  -0.014
H 2.43541 0.76580 0.46620  0.001
H 1.77988 1.78940 -0.62752  -0.018
H 0.67005 -0.54490 -1.40692  0.006
H 0.10304 2.70819 0.04408  -0.024
H -1.21504 2.20457 1.15699  0.025
H -2.63191 -0.00412 1.11493  0.012
H -3.50250 -1.11832 -0.09699  -0.015
H -1.51817 -0.70176 -1.62345  0.048
H 1.25969 -1.57426 0.66752  0.019
H 2.08091 -1.55746 1.94167  -0.013
O 1.74625 -2.17419 1.28416  0.028

Its spin multiplicity is 2. The HOMO energy (alpha / beta) is 0.081 / -2.269 eV. The net charge is -1. The HOMO-LUMO gap (alpha / beta) comes out at 3.9 / 6.2 eV.

***

If we sort the structures by their calculated energies, the order from most to least stable is (w), (x).